[1]
The following is a quantum chemistry calculation of 2 unconnected molecules or ions with the total composition C4H6O4, from the OMol25 dataset.

Its SMILES is O=C(O)CO.C=C=O. The value obtained for the frontier orbital gap is 9.508 eV. The multiplicity is 1. The energy relative to the best compared isomer or geometry (same formula, charge and spin) is 85.4 kcal/mol. The LUMO energy comes out at 0.35 eV. As for the charge: 0. The energy is -12432.469 eV. The calculation puts the highest occupied orbital energy at -0.3367 hartree.

Geometry as XYZ:
```
14
C4H6O4 (ωB97M-V/def2-TZVPD)
O -0.86 0.96 -1.31
C -0.61 0.35 -0.27
O -1.56 0.29 0.73
C -0.06 -1.23 -0.52
O -1.12 -1.90 -1.17
H -2.38 0.61 0.32
H 0.15 -1.75 0.41
H 0.81 -1.19 -1.19
H -1.35 -1.35 -1.94
C 0.93 1.40 0.89
C 1.78 0.36 0.96
O 2.64 -0.41 1.08
H 1.18 2.18 0.18
H 0.45 1.68 1.82
```

***

[2]
The following is a quantum chemistry calculation of a molecular structure, C10H16Cl3IOPb, from the OMol25 dataset.

The value obtained for the frontier orbital gap (alpha / beta) is 5.587 / 5.281 eV. The multiplicity is 1. The energy relative to the best compared isomer or geometry (same formula, charge and spin) is 0.0 kcal/mol. The LUMO energy (alpha / beta) comes out at 4.40 / 4.72 eV. As for the charge: -2. The energy is -63596.074 eV. The calculation puts the highest occupied orbital energy (alpha / beta) at -0.0437 / -0.0206 hartree.

Geometry as XYZ:
```
32
C10H16Cl3IOPb (ωB97M-V/def2-TZVPD)
C -0.70 0.95 -2.21
C -0.90 -0.44 -2.47
C 0.38 -1.08 -2.42
C -2.18 -1.11 -2.74
C 1.37 -0.08 -2.17
C 0.70 1.17 -2.02
C 1.32 2.47 -1.73
C -1.76 1.96 -2.14
C 0.61 -2.51 -2.63
C 2.81 -0.32 -2.05
Pb -0.58 -0.90 1.53
Cl -1.61 -2.71 0.28
Cl -2.72 0.62 0.91
Cl 1.79 -1.77 0.96
H -3.00 -0.40 -2.63
H -2.34 -1.92 -2.01
H -2.20 -1.54 -3.75
H -0.07 -3.10 -2.00
H 1.64 -2.77 -2.33
H 0.47 -2.80 -3.67
H 3.00 -1.09 -1.29
H 3.33 0.59 -1.75
H 3.23 -0.66 -3.01
H 2.38 2.33 -1.48
H 0.82 2.95 -0.89
H 1.26 3.14 -2.61
H -2.59 1.60 -1.50
H -2.16 2.20 -3.14
H -1.38 2.88 -1.69
O 0.32 1.32 0.85
H -0.58 1.71 0.93
I -0.83 -1.00 4.35
```

***

[3]
The following is a quantum chemistry calculation of a molecular structure, CF4LaO3P, from the OMol25 dataset.

The value obtained for the frontier orbital gap is 5.441 eV. The multiplicity is 1. The energy relative to the best compared isomer or geometry (same formula, charge and spin) is 0.0 kcal/mol. The LUMO energy comes out at -11.84 eV. As for the charge: +2. The energy is -28183.886 eV. The calculation puts the highest occupied orbital energy at -0.6351 hartree.

Geometry as XYZ:
```
10
CF4LaO3P (ωB97M-V/def2-TZVPD)
C 3.63 -0.53 0.02
O -0.75 -0.79 0.02
O 3.24 0.57 0.06
O 4.23 -1.52 -0.05
La -2.38 -2.33 -0.90
P -1.33 0.61 0.19
F -2.87 -0.02 -0.62
F -2.32 0.98 1.36
F -0.13 1.38 0.92
F -1.34 1.64 -1.00
```

***

[4]
The following is a quantum chemistry calculation of 2 unconnected molecules or ions with the total composition C10H12BBrNO3, from the OMol25 dataset.

The value obtained for the frontier orbital gap is 7.767 eV. The multiplicity is 1. The LUMO energy comes out at 2.77 eV. As for the charge: -1. The energy is -88919.820 eV. The calculation puts the highest occupied orbital energy at -0.1837 hartree.

Geometry as XYZ:
```
28
C10H12BBrNO3 (ωB97M-V/def2-TZVPD)
C -1.06 3.99 -0.84
C -2.19 3.02 -0.34
O -3.20 2.72 -1.30
B -3.95 1.60 -0.71
Br -5.23 2.37 0.74
O -2.92 0.71 -0.14
C -1.79 1.53 0.05
N -0.66 0.91 -0.79
C 0.40 1.05 -0.21
O 1.40 1.55 0.12
H -1.26 5.00 -0.42
H -0.07 3.64 -0.45
H -1.04 3.99 -1.96
H -2.65 3.58 0.52
H -4.75 1.09 -1.45
H -1.39 1.49 1.10
C 3.08 -3.89 1.57
C 2.91 -2.52 1.66
C 2.36 -1.81 0.60
C 1.98 -2.48 -0.55
C 2.15 -3.85 -0.65
C 2.71 -4.56 0.41
H 3.51 -4.44 2.40
H 3.20 -2.00 2.57
H 2.22 -0.74 0.68
H 1.54 -1.93 -1.38
H 1.85 -4.38 -1.55
H 2.85 -5.63 0.33
```

***

[5]
The following is a quantum chemistry calculation of 2 unconnected molecules or ions with the total composition C21H28N8O4, from the OMol25 dataset.

Its SMILES is O=c1[nH]nc([C@@H]2CCCN(c3ncnc4[nH]ccc34)C2)o1.CNC(=O)[C@@H]1CCCN1C(C)=O. The value obtained for the frontier orbital gap is 8.497 eV. The multiplicity is 1. The LUMO energy comes out at 0.48 eV. As for the charge: 0. The energy is -42343.503 eV. The calculation puts the highest occupied orbital energy at -0.2946 hartree.

Geometry as XYZ:
```
61
C21H28N8O4 (ωB97M-V/def2-TZVPD)
O -0.95 -6.10 -2.15
C -1.44 -5.18 -2.79
N -1.57 -5.17 -4.15
N -1.97 -3.94 -4.56
C -2.16 -3.28 -3.43
C -2.65 -1.85 -3.44
C -1.57 -0.90 -4.02
C -0.84 -0.07 -2.95
C -0.70 -0.83 -1.63
N -2.05 -1.11 -1.10
C -2.23 -1.22 0.29
N -1.13 -1.42 1.02
C -1.23 -1.52 2.34
N -2.38 -1.41 3.02
C -3.46 -1.20 2.29
N -4.74 -1.05 2.76
C -5.62 -0.82 1.71
C -4.87 -0.83 0.55
C -3.47 -1.09 0.92
C -3.15 -1.41 -2.04
O -1.86 -4.01 -2.31
H -0.99 -5.79 -4.70
H -3.51 -1.83 -4.11
H -0.83 -1.48 -4.58
H -2.04 -0.21 -4.73
H 0.15 0.21 -3.32
H -1.40 0.85 -2.76
H -0.15 -1.76 -1.78
H -0.13 -0.20 -0.94
H -0.33 -1.70 2.91
H -4.98 -1.10 3.74
H -6.69 -0.65 1.78
H -5.27 -0.67 -0.44
H -3.79 -2.20 -1.64
H -3.76 -0.51 -2.16
C 6.26 0.71 0.57
N 4.90 0.87 1.05
C 3.97 1.63 0.46
O 4.21 2.30 -0.54
C 2.59 1.67 1.15
C 1.45 2.14 0.24
C 1.46 3.66 0.41
C 1.89 3.85 1.86
N 2.60 2.64 2.25
C 3.17 2.40 3.44
C 3.10 3.47 4.51
O 3.73 1.34 3.70
H 6.72 1.69 0.43
H 6.85 0.13 1.28
H 6.25 0.20 -0.40
H 4.65 0.46 1.94
H 2.36 0.68 1.52
H 1.60 1.84 -0.80
H 0.50 1.74 0.61
H 2.21 4.10 -0.26
H 0.48 4.09 0.21
H 2.53 4.73 1.95
H 1.00 3.97 2.49
H 2.06 3.69 4.75
H 3.61 3.11 5.41
H 3.60 4.37 4.15
```

***

[6]
The following is a quantum chemistry calculation of a molecular structure, C39H38GeN4O9SSeSr, from the OMol25 dataset.

The value obtained for the frontier orbital gap is 6.739 eV. The multiplicity is 1. The energy relative to the best compared isomer or geometry (same formula, charge and spin) is 11.7 kcal/mol. The LUMO energy comes out at 3.37 eV. As for the charge: -2. The energy is -198987.284 eV. The calculation puts the highest occupied orbital energy at -0.1239 hartree.

Geometry as XYZ:
```
94
C39H38GeN4O9SSeSr (ωB97M-V/def2-TZVPD)
Sr 0.41 -1.73 -0.68
C 4.16 -1.73 2.87
C 3.28 -0.61 2.33
C 3.38 0.64 3.20
O 3.72 -0.29 1.02
C 1.78 -1.08 2.29
O 1.35 -1.74 3.23
O 1.15 -0.68 1.26
H 5.18 -1.36 3.03
H 4.19 -2.55 2.16
H 3.75 -2.10 3.81
H 4.39 1.05 3.12
H 3.17 0.40 4.25
H 2.67 1.39 2.86
H 2.91 -0.24 0.49
C -1.97 -9.45 -3.74
C -1.71 -8.00 -3.43
C -2.76 -7.12 -3.20
C -2.51 -5.79 -2.88
C -1.21 -5.34 -2.80
C -0.15 -6.20 -3.02
C -0.40 -7.53 -3.34
S -0.90 -3.65 -2.33
O -1.85 -2.82 -3.04
O 0.51 -3.37 -2.69
N -1.16 -3.57 -0.79
C -0.33 -4.47 0.08
C 1.24 -4.52 -0.15
O 1.73 -5.59 -0.53
O 1.86 -3.44 0.07
H -3.01 -9.60 -4.06
H -1.81 -10.07 -2.86
H -1.32 -9.81 -4.53
H -3.78 -7.47 -3.27
H -3.33 -5.10 -2.70
H 0.86 -5.83 -2.90
H 0.43 -8.20 -3.50
H -0.67 -5.51 -0.04
H -0.48 -4.15 1.11
Se 1.31 0.18 -5.39
N 2.09 -1.43 -5.62
C 2.56 -1.77 -4.45
C 3.26 -2.99 -4.18
C 3.74 -3.16 -2.93
C 3.50 -2.17 -1.92
N 2.85 -1.06 -2.10
C 2.38 -0.82 -3.38
N 1.78 0.30 -3.68
H 3.37 -3.72 -4.97
H 4.24 -4.07 -2.62
H 3.87 -2.34 -0.92
O -1.39 2.23 -0.55
C -0.33 1.61 -0.79
O -0.24 0.46 -1.27
C 0.97 2.34 -0.44
C 0.72 3.78 -0.01
Ge -0.92 4.01 1.04
C -2.53 4.69 0.13
C -3.59 5.20 0.86
C -4.72 5.71 0.24
C -4.80 5.73 -1.14
C -3.75 5.23 -1.89
C -2.63 4.71 -1.26
C -0.50 5.67 2.13
C 0.24 6.70 1.55
C 0.49 7.89 2.22
C 0.00 8.08 3.50
C -0.75 7.07 4.10
C -0.99 5.89 3.42
C -1.31 2.71 2.44
C -0.53 2.67 3.59
C -0.73 1.69 4.55
C -1.74 0.75 4.38
C -2.54 0.80 3.26
C -2.32 1.77 2.29
H 1.64 2.29 -1.30
H 1.46 1.75 0.35
H 0.60 4.41 -0.89
H 1.57 4.17 0.56
H -3.55 5.20 1.95
H -5.54 6.09 0.84
H -5.68 6.13 -1.64
H -3.80 5.23 -2.98
H -1.84 4.27 -1.85
H 0.64 6.58 0.55
H 1.08 8.67 1.74
H 0.19 9.01 4.03
H -1.14 7.21 5.10
H -1.56 5.11 3.91
H 0.26 3.39 3.73
H -0.08 1.64 5.42
H -1.87 -0.04 5.11
H -3.31 0.05 3.10
H -2.91 1.76 1.38
```

***

[7]
The following is a quantum chemistry calculation of a molecular structure, C15H12NO6STi, from the OMol25 dataset.

The value obtained for the frontier orbital gap (alpha / beta) is 6.042 / 6.078 eV. The multiplicity is 1. The energy relative to the best compared isomer or geometry (same formula, charge and spin) is 51.2 kcal/mol. The LUMO energy (alpha / beta) comes out at -3.75 / -3.76 eV. As for the charge: +1. The energy is -63470.138 eV. The calculation puts the highest occupied orbital energy (alpha / beta) at -0.3597 / -0.3616 hartree.

Geometry as XYZ:
```
36
C15H12NO6STi (ωB97M-V/def2-TZVPD)
Ti 0.78 0.06 0.00
O 4.75 -0.34 0.07
C 3.52 0.15 0.09
O 2.52 -0.60 0.51
C 3.19 1.42 -0.32
C 4.00 2.54 -0.63
C 3.44 3.78 -0.71
C 2.08 3.96 -0.30
C 1.31 2.89 -0.01
N 1.80 1.60 -0.26
C 0.07 2.77 0.71
O -0.74 3.77 1.01
O -0.23 1.62 1.08
H 4.73 -1.24 0.43
H 5.06 2.40 -0.76
H 4.06 4.64 -0.94
H 1.72 4.97 -0.13
H -0.39 4.59 0.66
O -1.24 -0.23 -0.37
C -1.52 -1.29 0.16
O -0.45 -1.93 0.70
C -2.74 -2.03 0.37
C -4.03 -1.69 -0.06
C -5.06 -2.55 0.25
C -4.80 -3.73 0.97
C -3.53 -4.07 1.39
C -2.50 -3.20 1.08
S -0.82 -3.39 1.49
H -4.20 -0.77 -0.61
H -6.07 -2.32 -0.06
H -5.62 -4.39 1.20
H -3.36 -4.99 1.95
C 1.04 -0.50 -1.98
H 0.89 -1.59 -2.02
H 2.04 -0.27 -2.34
H 0.30 -0.03 -2.63
```

***

[8]
The following is a quantum chemistry calculation of C9H12N2S in the gas phase, from the OMol25 dataset.

Its SMILES is [H]/N=C(/N)SCCc1ccccc1. The value obtained for the frontier orbital gap is 9.607 eV. The multiplicity is 1. The energy relative to the best compared isomer or geometry (same formula, charge and spin) is 1.7 kcal/mol. The LUMO energy comes out at 0.69 eV. As for the charge: 0. The energy is -23342.918 eV. The calculation puts the highest occupied orbital energy at -0.3275 hartree.

Geometry as XYZ:
```
24
C9H12N2S (ωB97M-V/def2-TZVPD)
H -3.70 -1.75 0.07
N -2.80 -2.08 -0.23
C -1.98 -1.10 -0.24
N -0.70 -1.29 -0.76
S -2.35 0.57 0.42
C -1.20 1.65 -0.50
C 0.08 2.06 0.20
C 1.12 0.93 0.20
C 1.95 0.80 -0.94
C 2.87 -0.24 -0.97
C 3.12 -1.12 0.13
C 2.23 -0.95 1.21
C 1.29 0.08 1.27
H -0.48 -2.28 -0.95
H 0.04 -0.83 -0.26
H -0.95 1.16 -1.42
H -1.74 2.51 -0.74
H -0.08 2.39 1.24
H 0.54 2.93 -0.33
H 1.76 1.42 -1.75
H 3.42 -0.40 -1.93
H 3.79 -1.95 0.06
H 2.20 -1.63 2.01
H 0.58 0.14 2.10
```

***

[9]
The following is a quantum chemistry calculation of 2 unconnected molecules or ions with the total composition C5H14NO2, from the OMol25 dataset.

The value obtained for the frontier orbital gap is 9.551 eV. The multiplicity is 1. The energy relative to the best compared isomer or geometry (same formula, charge and spin) is 80.4 kcal/mol. The LUMO energy comes out at -3.41 eV. As for the charge: +1. The energy is -10988.319 eV. The calculation puts the highest occupied orbital energy at -0.4762 hartree.

Geometry as XYZ:
```
22
C5H14NO2 (ωB97M-V/def2-TZVPD)
C -2.06 -0.89 1.25
O -1.44 0.31 1.55
C -2.26 -0.98 -0.31
C -0.91 -1.03 -1.11
C 0.09 0.04 -0.76
C 1.26 0.19 -1.39
N 2.15 1.31 -1.01
H -1.48 -1.81 1.69
H -3.00 -0.88 1.86
H -1.22 0.54 2.47
H -2.79 -2.12 -0.43
H -2.92 -0.18 -0.72
H -0.50 -2.03 -1.24
H -1.41 -0.84 -2.19
H -0.11 0.72 0.08
H 1.31 -0.44 -2.20
H 1.57 2.20 -1.07
H 2.97 1.31 -1.62
H 2.45 1.31 -0.02
H 3.01 0.43 1.97
H 2.83 1.84 1.70
O 2.45 0.99 1.49
```

***

[10]
The following is a quantum chemistry calculation of a molecular structure, C29H27FMoN2O5S5, from the OMol25 dataset.

As for the expectation value of S²: 2.02. The value obtained for the frontier orbital gap (alpha / beta) is 5.785 / 5.918 eV. The multiplicity is 3. The LUMO energy (alpha / beta) comes out at -1.40 / -1.71 eV. As for the charge: 0. The energy is -102478.353 eV. The calculation puts the highest occupied orbital energy (alpha / beta) at -0.2641 / -0.2803 hartree.

Geometry as XYZ:
```
70
C29H27FMoN2O5S5 (ωB97M-V/def2-TZVPD)
Mo -0.99 0.49 0.16
O 3.85 1.29 -1.09
C 2.79 0.85 -0.41
O 1.93 0.17 -0.90
C 2.81 1.30 1.03
O 1.73 0.68 1.68
C 1.34 1.24 2.91
C -0.19 1.57 2.89
O -0.68 2.27 3.74
O -0.79 1.02 1.90
H 3.79 0.99 -2.02
H 2.72 2.40 1.04
H 3.77 1.03 1.49
H 1.88 2.17 3.14
H 1.52 0.52 3.72
S -5.54 -0.51 0.46
C -3.95 -0.18 0.53
S -2.79 -1.02 1.45
S -3.20 1.13 -0.40
S 0.08 2.79 -0.12
C 0.38 3.02 -1.80
N 1.07 4.12 -2.20
C 1.39 4.28 -3.60
C 0.24 3.71 -4.43
N 0.05 2.33 -4.06
C 0.01 1.31 -5.09
C 1.26 1.38 -5.93
C 1.26 2.05 -7.15
C 2.44 2.22 -7.85
C 3.63 1.72 -7.34
C 3.63 1.02 -6.15
C 2.45 0.86 -5.44
C -0.01 2.05 -2.73
S -0.56 0.49 -2.23
C 1.51 5.15 -1.28
C 0.60 6.36 -1.28
C -0.74 6.20 -0.96
C -1.60 7.29 -0.99
C -1.11 8.55 -1.31
C 0.24 8.72 -1.58
C 1.09 7.62 -1.57
H 2.31 3.72 -3.84
H 1.54 5.33 -3.82
H 0.46 3.77 -5.49
H -0.67 4.29 -4.21
H -0.88 1.48 -5.71
H -0.09 0.34 -4.60
H 0.34 2.42 -7.56
H 2.44 2.73 -8.80
H 4.56 1.87 -7.88
H 4.54 0.59 -5.77
H 2.43 0.30 -4.51
H 2.53 5.45 -1.56
H 1.53 4.71 -0.28
H -1.13 5.23 -0.70
H -2.64 7.16 -0.74
H -1.78 9.40 -1.34
H 0.62 9.70 -1.81
H 2.14 7.76 -1.78
F -0.23 -5.58 -0.94
C -0.39 -4.24 -0.78
C -1.40 -3.60 -1.47
C -1.54 -2.23 -1.30
C -0.71 -1.52 -0.44
C 0.30 -2.20 0.23
C 0.47 -3.56 0.06
H -2.05 -4.16 -2.12
H -2.34 -1.72 -1.84
H 0.95 -1.66 0.91
H 1.25 -4.10 0.58
```